# 1
DFT (the ωB97M-V functional and the def2-TZVPD basis) results for a cluster of 2 separate species, C3H10O3 in total at a distorted geometry.

Last column: Löwdin charge in e.
Atoms and positions in Å:
O1 -2.02 1.38 -0.29  -0.081
C1 -1.59 0.04 -0.59  -0.245
C2 -0.31 -0.34 0.14  -0.164
C3 0.76 -1.05 -0.68  -0.208
O2 1.08 -2.31 -0.02  -0.075
H1 -1.85 1.90 -1.09  0.080
H2 -2.46 -0.53 -0.23  0.112
H3 -1.50 -0.15 -1.65  0.110
H4 0.03 0.54 0.70  0.077
H5 -0.52 -0.81 1.11  0.123
H6 0.58 -1.25 -1.73  0.115
H7 1.70 -0.52 -0.54  0.108
H8 0.45 -2.95 -0.25  0.047
O3 1.95 1.90 1.30  -0.053
H9 1.34 1.90 2.05  0.038
H10 1.33 1.96 0.57  0.015

Values from the calculation:
multiplicity: 1
energy relative to the best compared isomer or geometry (same formula, charge and spin): 29.7 kcal per mole
E_LUMO: 0.68 eV
orbital gap: 10.88 eV
strongest force on any atom: 0.0492 hartree/bohr
highest occupied orbital energy: -10.21 eV
SMILES: OCCCO.O
E_tot: -9414.245 eV

=====

# 2
DFT (the ωB97M-V functional and the def2-TZVPD basis) results for a cluster of 23 separate species, C23H92O23 in total at a distorted geometry.

Last column: Löwdin charge in e.
Atoms and positions in Å:
C1 0.82 -4.21 1.33  -0.157
O1 1.44 -5.27 2.08  -0.124
H1 1.62 -3.61 0.90  0.053
H2 0.27 -4.61 0.48  0.069
H3 0.08 -3.62 1.87  0.058
H4 0.78 -5.73 2.60  0.030
C2 -2.11 -5.28 3.52  -0.125
O2 -0.99 -6.13 3.27  -0.132
H5 -2.87 -5.94 3.95  0.085
H6 -1.78 -4.58 4.29  0.082
H7 -2.47 -4.83 2.60  0.080
H8 -1.38 -6.74 2.63  0.086
C3 4.31 2.61 4.16  -0.152
O3 4.25 3.92 4.71  -0.111
H9 4.18 2.78 3.09  0.059
H10 5.21 2.03 4.36  0.083
H11 3.48 2.03 4.58  0.072
H12 4.06 3.89 5.65  0.083
C4 3.52 -2.37 2.76  -0.218
O4 4.12 -1.43 1.98  -0.103
H13 4.00 -2.45 3.73  0.081
H14 2.47 -2.20 3.02  0.071
H15 3.61 -3.36 2.30  0.083
H16 3.72 -1.65 1.14  0.022
C5 -5.23 -2.15 -3.47  -0.121
O5 -4.08 -1.36 -3.18  -0.139
H17 -5.15 -3.22 -3.28  0.084
H18 -6.08 -1.72 -2.96  0.079
H19 -5.47 -2.09 -4.54  0.068
H20 -3.31 -1.93 -3.22  0.045
C6 1.65 1.42 2.51  -0.174
O6 0.99 0.50 3.33  -0.087
H21 0.89 1.75 1.80  0.066
H22 1.92 2.40 2.91  0.066
H23 2.45 1.00 1.92  0.092
H24 1.74 0.24 3.88  0.088
C7 -1.81 -1.79 3.38  -0.144
O7 -1.27 -0.82 4.31  -0.107
H25 -1.32 -2.76 3.38  0.030
H26 -2.85 -2.06 3.55  0.065
H27 -1.87 -1.50 2.33  0.066
H28 -0.45 -0.45 3.98  0.016
C8 2.75 -5.31 -1.03  -0.187
O8 3.59 -5.84 -1.99  -0.112
H29 2.58 -6.10 -0.30  0.084
H30 3.27 -4.44 -0.63  0.072
H31 1.82 -4.93 -1.46  0.072
H32 3.19 -5.62 -2.84  0.063
C9 1.34 5.59 1.95  -0.140
O9 2.27 6.07 2.93  -0.137
H33 1.19 4.54 2.19  0.062
H34 0.44 6.20 2.05  0.081
H35 1.87 5.69 1.00  0.057
H36 3.00 5.49 3.17  0.041
C10 -6.45 0.61 1.55  -0.167
O10 -5.60 -0.32 1.01  -0.127
H37 -6.80 1.33 0.81  0.084
H38 -7.25 0.23 2.18  0.092
H39 -5.82 1.22 2.19  0.078
H40 -5.20 0.30 0.39  0.040
C11 4.15 -0.66 -1.25  -0.110
O11 3.17 -1.48 -0.62  -0.144
H41 5.11 -0.91 -0.78  0.087
H42 4.26 -0.72 -2.34  0.068
H43 3.95 0.37 -0.96  0.068
H44 2.31 -1.07 -0.59  0.045
C12 2.99 -2.69 -4.23  -0.199
O12 4.32 -3.11 -4.32  -0.101
H45 2.92 -1.61 -4.39  0.072
H46 2.40 -3.21 -4.99  0.068
H47 2.41 -2.89 -3.33  0.073
H48 4.87 -2.74 -5.01  0.087
C13 3.12 3.75 -0.16  -0.163
O13 2.31 2.70 -0.51  -0.117
H49 3.04 4.02 0.90  0.062
H50 4.16 3.51 -0.38  0.055
H51 2.95 4.61 -0.80  0.095
H52 1.80 3.05 -1.25  0.021
C14 -5.39 1.40 -2.16  -0.153
O14 -4.65 0.63 -1.28  -0.131
H53 -4.83 1.60 -3.07  0.071
H54 -6.28 0.84 -2.47  0.085
H55 -5.60 2.37 -1.73  0.088
H56 -4.42 -0.18 -1.74  0.046
C15 -5.74 0.53 5.26  -0.143
O15 -4.42 0.99 4.91  -0.137
H57 -6.55 1.25 5.13  0.069
H58 -5.97 -0.35 4.65  0.070
H59 -5.81 0.28 6.32  0.070
H60 -3.79 0.54 4.35  0.057
C16 -2.50 4.34 0.75  -0.165
O16 -1.71 4.63 1.87  -0.124
H61 -2.10 4.93 -0.07  0.084
H62 -2.53 3.28 0.52  0.068
H63 -3.51 4.67 1.01  0.078
H64 -2.20 4.25 2.60  0.080
C17 -5.20 -3.66 0.94  -0.179
O17 -4.84 -2.74 1.92  -0.141
H65 -5.84 -3.09 0.27  0.070
H66 -4.30 -3.91 0.38  0.073
H67 -5.83 -4.46 1.34  0.081
H68 -4.94 -1.91 1.45  0.016
C18 -0.45 -0.03 -0.23  -0.121
O18 0.82 0.25 -0.80  -0.143
H69 -1.23 0.06 -0.99  0.071
H70 -0.55 -1.06 0.11  0.078
H71 -0.69 0.68 0.56  0.081
H72 1.06 1.08 -0.39  0.028
C19 0.67 2.40 -2.99  -0.150
O19 0.95 3.77 -2.74  -0.105
H73 1.59 1.84 -3.12  0.093
H74 0.11 2.06 -2.13  0.074
H75 0.00 2.22 -3.83  0.083
H76 1.53 4.00 -3.47  0.093
C20 -4.25 0.77 -6.15  -0.178
O20 -3.62 1.07 -7.36  -0.122
H77 -4.85 -0.14 -6.25  0.075
H78 -3.52 0.54 -5.37  0.062
H79 -4.97 1.58 -5.98  0.083
H80 -3.17 1.92 -7.31  0.076
C21 6.52 2.37 0.77  -0.096
O21 6.56 3.69 0.15  -0.143
H81 7.25 2.39 1.59  0.084
H82 5.57 2.05 1.18  0.065
H83 6.91 1.64 0.06  0.087
H84 6.87 4.33 0.80  0.099
C22 -0.60 -1.21 -4.47  -0.099
O22 -1.44 -2.09 -3.72  -0.133
H85 -0.21 -0.44 -3.81  0.072
H86 0.18 -1.74 -5.02  0.075
H87 -1.24 -0.73 -5.21  0.073
H88 -1.46 -2.99 -4.05  0.089
C23 5.32 3.18 -3.10  -0.184
O23 6.53 3.19 -2.42  -0.109
H89 4.69 3.95 -2.65  0.065
H90 5.35 3.37 -4.17  0.080
H91 4.81 2.23 -2.95  0.065
H92 6.41 3.25 -1.47  -0.001

Values from the calculation:
multiplicity: 1
energy relative to the best compared isomer or geometry (same formula, charge and spin): 86.4 kcal per mole
E_LUMO: -0.08 eV
orbital gap: 9.59 eV
strongest force on any atom: 0.0661 hartree/bohr
highest occupied orbital energy: -9.67 eV
E_tot: -72423.070 eV